Formula: C37H27Br2CoF4N3O2P
Source: OMol25
Level of theory: wB97M-V/def2-TZVPD

The energy is -245238.88365 eV. Its total charge is +1. The largest force on an atom is 0.0341 hartree/bohr. For the lowest unoccupied orbital energy (alpha / beta), the calculation gives -3.69 / -3.67 eV. As for the spin multiplicity: 2. Its orbital gap (alpha / beta) is 6.34 / 6.54 eV. As for the energy relative to the best compared isomer or geometry (same formula, charge and spin): 22.0 kcal/mol.

Geometry as XYZ:
```
77
Properties=species:S:1:pos:R:3:mulliken_charge:R:1
C 0.365 1.193 4.426 -0.745
C 0.195 -0.121 2.430 1.147
C -1.613 -1.902 1.349 0.280
C -1.662 0.789 0.408 1.076
Br -0.150 -3.712 -0.316 -0.065
O -0.529 -1.157 -2.087 -0.283
H 3.570 1.193 1.457 0.316
F -4.197 -4.875 2.669 -0.275
C -2.367 -4.210 1.337 0.409
Br 6.208 -3.046 3.236 -0.173
H -3.596 -0.347 -3.870 0.450
C 3.203 0.498 0.702 0.305
Co 1.026 -0.206 -1.111 0.061
C -1.153 2.085 0.321 -1.353
C 3.017 -1.872 -0.011 0.319
C -2.167 -2.279 -5.055 -1.013
C -1.500 -3.215 0.893 -0.019
H 4.579 -4.592 1.336 0.463
C -3.313 2.907 -0.319 -1.071
C -0.219 1.719 -3.082 -0.003
C 3.384 -3.220 0.221 -0.640
H -3.405 -0.435 0.148 0.604
C -2.602 -1.643 2.299 -0.304
H -3.152 -2.010 -5.428 0.338
H 2.407 -1.496 4.593 0.511
C -0.531 2.995 -3.539 -1.060
H -1.263 3.111 -4.321 0.477
C -3.370 -3.922 2.258 0.452
H -3.958 3.730 -0.584 0.449
C -0.772 -1.682 -3.182 -0.406
C 2.800 4.629 -0.477 -1.078
C 4.298 -3.560 1.182 -0.494
H -1.415 -1.944 -5.771 0.378
F -2.248 -5.452 0.874 -0.330
C -1.971 3.134 -0.052 -0.803
C 1.312 2.550 -1.574 0.425
F -4.422 -2.317 3.638 -0.284
C 1.133 -1.016 2.945 -0.864
C -3.069 -0.964 -3.141 -0.654
H 5.008 -0.473 2.402 0.532
C 3.039 3.323 -0.061 -0.780
H -2.118 -3.365 -4.967 0.342
H -2.694 -0.334 -2.332 -0.089
C 2.275 2.269 -0.565 0.912
H -0.113 2.270 0.553 1.012
H 2.933 -3.971 -0.408 0.538
H -1.566 4.132 -0.128 0.531
P -0.482 -0.539 0.790 1.762
C 3.587 -0.858 0.839 0.185
C 1.296 0.303 4.939 -0.779
C 1.837 4.920 -1.416 -0.966
H -3.773 -1.692 -2.730 0.401
C -2.999 0.565 0.100 -1.412
C -3.480 -2.623 2.750 0.311
H 3.829 3.144 0.648 0.428
C 0.125 4.083 -3.017 -0.687
H 0.056 2.049 5.007 0.474
H -0.080 5.078 -3.377 0.486
C 1.088 3.884 -2.006 0.842
H -0.919 1.682 2.788 0.468
H 3.386 5.428 -0.050 0.420
F -2.724 -0.411 2.798 -0.397
C 4.884 -2.557 1.963 -0.233
H -0.697 0.859 -3.527 0.465
H 1.665 5.937 -1.728 0.471
N 0.660 1.490 -2.113 -0.070
O 2.183 -1.597 -0.946 -0.840
C 1.681 -0.803 4.195 -0.708
C -3.825 1.623 -0.240 -0.629
H 1.719 0.468 5.918 0.421
H -0.010 -2.235 -3.740 0.499
H -4.869 1.438 -0.441 0.489
H 1.425 -1.880 2.359 0.483
C -0.184 0.991 3.173 -0.402
N -1.955 -1.636 -3.772 0.268
C 4.536 -1.235 1.803 -0.731
N 2.423 0.937 -0.260 0.444
```